Density functional theory data (ωB97M-V/def2-TZVPD) for one molecule with the formula C4H6O.

Last columns: bonded neighbours and bond lengths (Å).
Element x y z (Å)
1 C -0.0472 1.4911 -0.0082  C2 1.290, H6 1.088, H7 1.141
2 C 0.0735 0.2073 0.0341  C1 1.290, C3 1.532, C4 1.562
3 C -1.1103 -0.7650 0.0474  C2 1.532, H8 1.138, H9 1.137, H10 1.086
4 C 1.4491 -0.5243 -0.0710  C2 1.562, O5 1.232, H11 1.172
5 O 2.5536 -0.0031 0.0935  C4 1.232
6 H 0.8177 2.1480 -0.0736  C1 1.088
7 H -0.9378 2.2043 -0.0185  C1 1.141
8 H -1.0390 -1.1856 1.1024  C3 1.138
9 H -2.1275 -0.3064 -0.1724  C3 1.137
10 H -0.9402 -1.6042 -0.6198  C3 1.086
11 H 1.3080 -1.6622 -0.3139  C4 1.172

Properties
- electronic energy (eV) = -6291.1431
- HOMO energy (Eh) = -0.36946
- Kohn-Sham gap (eV) = 10.3
- E_LUMO (eV) = 0.271
- structure (SMILES) = C=C(C)C=O
- net charge = 0

Density functional theory data (ωB97M-V/def2-TZVPD) for one molecule with the formula C4H6O.

Last columns: bonded neighbours and bond lengths (Å).
Element x y z (Å)
1 C -1.0220 -0.4249 0.6707  O2 1.431, C5 1.507, H6 1.103, H7 1.092
2 O -0.4166 -1.3811 -0.2050  C1 1.431, C3 1.704
3 C 0.9741 -0.4031 -0.0845  O2 1.704, C4 1.463, C5 1.476, H8 1.110
4 C 0.4417 0.5438 -1.0648  C3 1.463, C5 1.537, H9 1.086, H10 1.085
5 C 0.0334 0.6193 0.4150  C1 1.507, C3 1.476, C4 1.537, H11 1.082
6 H -2.0762 -0.1413 0.5108  C1 1.103
7 H -0.9146 -0.8144 1.6855  C1 1.092
8 H 2.0252 -0.6283 0.1943  C3 1.110
9 H 1.0020 1.2742 -1.6404  C4 1.086
10 H -0.2833 -0.0774 -1.5806  C4 1.085
11 H 0.2363 1.4331 1.0990  C5 1.082

Properties
- electronic energy (eV) = -6288.8265
- HOMO energy (Eh) = -0.34882
- Kohn-Sham gap (eV) = 10.7
- E_LUMO (eV) = 1.178
- structure (SMILES) = C1O[C@H]2C[C@@H]12
- net charge = 0

Density functional theory data (ωB97M-V/def2-TZVPD) for one molecule with the formula C4H6O.

Last columns: bonded neighbours and bond lengths (Å).
Element x y z (Å)
1 C 0.9501 -1.0366 -0.4861  C2 1.341, H6 1.086, H7 1.086
2 C 0.0763 -0.1519 0.0162  C1 1.341, C3 1.495, C4 1.486
3 C -0.2540 1.1611 -0.6168  C2 1.495, H8 1.095, H9 1.095, H10 1.095
4 C -0.6150 -0.4842 1.2894  C2 1.486, O5 1.225, H11 1.103
5 O -1.4184 0.2726 1.8200  C4 1.225
6 H 1.4778 -0.8332 -1.4137  C1 1.086
7 H 1.1690 -1.9824 0.0002  C1 1.086
8 H 0.3369 1.3349 -1.5223  C3 1.095
9 H -1.3119 1.1955 -0.8971  C3 1.095
10 H -0.0495 1.9849 0.0749  C3 1.095
11 H -0.3614 -1.4607 1.7354  C4 1.103

Properties
- electronic energy (eV) = -6291.8811
- HOMO energy (Eh) = -0.36835
- Kohn-Sham gap (eV) = 10.3
- E_LUMO (eV) = 0.304
- structure (SMILES) = C=C(C)C=O
- net charge = 0